No. 1
{
  "formula": "C22H25ClN2O3",
  "method": "ωB97M-V/def2-TZVPD",
  "e_lumo_ev": 0.5602,
  "homo_lumo_gap_ev": 9.56,
  "homo_ev": -9.0,
  "total_energy_ev": -44866.6817,
  "e_above_lowest_ev": 0.043,
  "smiles": "CCOC(=O)[C@@]1(Cc2cccc(Cl)c2)CCCN(C(=O)c2cccc(C)n2)C1",
  "spin_multiplicity": 1,
  "largest_force_ha_per_bohr": 0.01658,
  "species": ["C", "C", "O", "C", "O", "C", "C", "C", "C", "C", "C", "C", "Cl", "C", "C", "C", "C", "N", "C", "O", "C", "C", "C", "C", "C", "C", "N", "C", "H", "H", "H", "H", "H", "H", "H", "H", "H", "H", "H", "H", "H", "H", "H", "H", "H", "H", "H", "H", "H", "H", "H", "H", "H"],
  "positions_angstrom": [[-3.713850, -3.249289, 1.050349], [-4.367675, -1.876941, 1.117924], [-3.426811, -0.830448, 0.859734], [-3.156703, -0.555547, -0.416885], [-3.670940, -1.123439, -1.346624], [-2.197428, 0.620726, -0.578467], [-1.224569, 0.317786, -1.734721], [-0.099334, -0.617355, -1.390479], [-0.329854, -1.860933, -0.813680], [0.717006, -2.721831, -0.542708], [2.018492, -2.364925, -0.848652], [2.247980, -1.129828, -1.428536], [3.862614, -0.668750, -1.835027], [1.207498, -0.255972, -1.692387], [-3.112129, 1.810643, -0.948224], [-2.348300, 3.132072, -0.969063], [-1.587324, 3.322492, 0.339542], [-0.729906, 2.183324, 0.602590], [0.606979, 2.373711, 0.643329], [1.092879, 3.471317, 0.398727], [1.533314, 1.256256, 1.027125], [2.886261, 1.450819, 0.761066], [3.791218, 0.485848, 1.168782], [3.318546, -0.634398, 1.827062], [1.949308, -0.747332, 2.058611], [1.378699, -1.924028, 2.787132], [1.089574, 0.179548, 1.668835], [-1.458733, 0.946905, 0.730177], [-4.428927, -4.006834, 1.357809], [-3.396434, -3.462929, 0.032535], [-2.850027, -3.286801, 1.710233], [-4.745449, -1.671022, 2.121358], [-5.181801, -1.809262, 0.389061], [-1.813251, -0.124935, -2.544553], [-0.797301, 1.250858, -2.098987], [-1.338194, -2.164338, -0.584543], [0.519594, -3.684906, -0.096236], [2.841682, -3.032427, -0.648752], [1.419474, 0.703150, -2.140363], [-3.576669, 1.621794, -1.917772], [-3.908633, 1.876402, -0.201579], [-1.645306, 3.157348, -1.801859], [-3.050536, 3.955764, -1.104420], [-0.958013, 4.212719, 0.296931], [-2.296089, 3.420781, 1.170547], [3.197663, 2.349117, 0.252978], [4.847278, 0.608375, 0.977847], [3.990363, -1.409715, 2.163005], [1.650339, -1.874843, 3.840993], [0.295905, -1.917329, 2.704632], [1.771052, -2.852425, 2.378660], [-0.771503, 0.147531, 1.000107], [-2.194263, 1.061794, 1.534306]],
  "forces_ev_per_a": [[0.0, 0.4, -0.1], [-0.3, -0.4, -0.1], [0.2, 0.1, 0.3], [0.1, 0.3, -0.2], [0.0, -0.2, 0.0], [-0.1, 0.0, 0.0], [-0.2, 0.0, 0.0], [0.1, 0.0, -0.1], [0.0, 0.0, 0.0], [0.0, 0.0, 0.0], [0.1, 0.0, 0.0], [-0.2, -0.1, 0.1], [0.2, 0.0, -0.2], [0.0, -0.1, 0.0], [0.1, 0.1, -0.2], [0.0, -0.1, 0.3], [0.1, 0.5, -0.2], [-0.2, 0.1, 0.0], [-0.1, 0.3, -0.1], [0.2, 0.0, -0.1], [0.8, -0.1, 0.1], [-0.2, 0.1, 0.0], [-0.1, -0.1, 0.2], [0.0, 0.2, -0.1], [0.2, -0.1, 0.1], [0.1, 0.0, 0.0], [0.0, 0.2, 0.2], [-0.2, -0.6, 0.0], [-0.1, -0.1, 0.0], [0.0, -0.1, -0.1], [0.1, -0.1, 0.1], [0.0, 0.0, -0.1], [0.1, 0.0, 0.2], [0.0, 0.1, 0.0], [0.0, 0.0, 0.0], [-0.1, -0.1, 0.0], [0.0, -0.1, 0.0], [0.1, 0.0, 0.0], [0.0, 0.1, 0.0], [-0.1, 0.0, 0.0], [-0.1, 0.0, 0.0], [0.0, 0.1, 0.0], [0.0, 0.0, 0.0], [-0.2, -0.1, 0.1], [0.0, 0.0, 0.0], [0.0, 0.1, 0.0], [0.1, 0.0, 0.0], [0.1, -0.1, 0.0], [0.0, -0.1, 0.1], [-0.1, 0.0, 0.0], [0.0, -0.1, 0.0], [-0.4, 0.2, 0.0], [0.1, 0.0, 0.0]]
}

No. 2
{
  "formula": "C26H30BrIrN4O2",
  "method": "ωB97M-V/def2-TZVPD",
  "e_lumo_ev": [-9.0324, -11.0257],
  "homo_lumo_gap_ev": [6.45, 4.46],
  "homo_ev": [-15.5, -15.5],
  "total_energy_ev": -110356.5186,
  "e_above_lowest_ev": 0.609,
  "charge": 3,
  "spin_multiplicity": 6,
  "largest_force_ha_per_bohr": 0.04353,
  "species": ["Ir", "Br", "C", "C", "C", "C", "C", "C", "N", "C", "C", "C", "C", "C", "C", "N", "H", "H", "H", "H", "H", "H", "H", "H", "H", "O", "C", "O", "C", "N", "C", "C", "C", "H", "H", "H", "H", "H", "H", "H", "H", "H", "C", "N", "C", "C", "C", "C", "C", "C", "C", "C", "H", "H", "H", "H", "H", "H", "H", "H", "H", "H", "H", "H"],
  "positions_angstrom": [[-0.317875, 0.441079, -0.278126], [-5.766111, -4.519434, 1.262850], [-4.745020, -2.936776, 0.996527], [-5.358840, -1.686848, 1.126844], [-4.636554, -0.536595, 0.904454], [-3.286474, -0.606953, 0.511851], [-2.677593, -1.872930, 0.434981], [-3.385812, -3.027604, 0.669343], [-2.523710, 0.499847, 0.192512], [-3.065130, 1.636836, -0.159071], [-2.266165, 2.778444, -0.477487], [-2.837192, 4.026237, -0.781148], [-2.003368, 5.103285, -1.019952], [-0.626591, 4.914430, -0.982002], [-0.130969, 3.635381, -0.748482], [-0.924185, 2.612727, -0.486583], [-6.404503, -1.629444, 1.390610], [-5.120816, 0.416975, 1.041792], [-1.623512, -1.913556, 0.176391], [-2.915581, -3.997313, 0.592567], [-4.140818, 1.744990, -0.249717], [-3.910936, 4.136228, -0.827384], [-2.413080, 6.078447, -1.235679], [0.054364, 5.735929, -1.134268], [0.932309, 3.436441, -0.765025], [0.957494, -0.485008, 1.668410], [1.739002, 0.492381, 1.568106], [1.651627, 1.302973, 0.629301], [2.849149, 0.660454, 2.607955], [2.700790, -0.375876, 3.681097], [2.809114, 0.313008, 5.010668], [3.500247, 1.628199, 4.673125], [2.824746, 1.998592, 3.356249], [3.816243, 0.544657, 2.110110], [3.425435, -1.093551, 3.606089], [1.786876, -0.839498, 3.532589], [3.350284, -0.310974, 5.718677], [1.809811, 0.505638, 5.399617], [4.571037, 1.480976, 4.526411], [3.362135, 2.385461, 5.441550], [3.342837, 2.776852, 2.802061], [1.798347, 2.323647, 3.535997], [3.259081, -3.484880, -2.148609], [2.186724, -2.649870, -1.746149], [1.112077, -3.129009, -0.950636], [2.195365, -1.260649, -2.062426], [0.970619, -0.832128, -2.881854], [0.997494, -0.998785, -4.259677], [-0.114232, -0.675849, -5.029286], [-1.254170, -0.174923, -4.424331], [-1.282412, 0.008100, -3.052066], [-0.170243, -0.303776, -2.253262], [3.449989, -3.392256, -3.223829], [3.051560, -4.525784, -1.910154], [4.198242, -3.201839, -1.651667], [1.205676, -4.192463, -0.748307], [0.165127, -2.959321, -1.475473], [1.073596, -2.574126, -0.003477], [3.110012, -1.015225, -2.602484], [2.164613, -0.666114, -1.134264], [1.887299, -1.375709, -4.747354], [-0.091303, -0.835993, -6.097162], [-2.128385, 0.058242, -5.012992], [-2.187743, 0.404606, -2.608347]],
  "forces_ev_per_a": [[0.2, 0.5, -0.9], [0.4, 0.6, -0.1], [-0.1, -0.3, 0.0], [0.1, -0.5, -0.1], [0.6, 0.2, -0.3], [-0.8, -1.7, 0.5], [0.0, 0.7, 0.0], [-0.6, -0.1, 0.1], [0.5, 2.1, -0.6], [0.0, -1.6, 0.4], [0.4, 1.5, -0.4], [0.1, -1.0, 0.2], [0.5, 0.1, 0.0], [-0.4, -0.1, 0.0], [0.4, 0.5, 0.0], [-0.4, -0.9, 0.2], [0.0, 0.0, 0.1], [-0.1, 0.1, 0.0], [0.0, -0.1, 0.0], [0.0, 0.0, 0.0], [0.0, -0.1, 0.1], [-0.1, 0.0, 0.1], [-0.1, 0.1, 0.0], [0.1, 0.0, -0.1], [0.0, 0.0, 0.1], [-0.6, -0.1, 0.0], [0.4, -0.7, 0.5], [-0.4, 0.6, -0.6], [-0.2, 0.6, -0.7], [-0.2, -0.6, -0.2], [0.2, 0.6, 0.8], [-0.1, 0.0, -0.1], [0.1, 0.0, 0.0], [-0.1, -0.1, 0.1], [-0.2, 0.1, 0.0], [0.3, 0.0, 0.1], [-0.1, -0.1, -0.1], [0.0, -0.2, -0.1], [0.0, 0.0, 0.0], [0.0, -0.1, 0.1], [0.0, 0.0, 0.0], [0.0, 0.0, 0.0], [0.6, -0.9, -0.3], [0.0, 0.0, 0.2], [-0.6, -0.6, 0.4], [-0.1, 1.5, -0.5], [0.3, -0.3, 0.1], [0.0, 0.0, 0.3], [0.0, 0.0, 0.0], [0.0, -0.1, 0.0], [-0.1, 0.1, 0.3], [0.0, 0.3, 0.6], [-0.1, 0.1, 0.0], [0.0, 0.1, 0.0], [-0.1, 0.2, 0.0], [0.1, 0.0, 0.0], [0.0, 0.1, 0.0], [0.0, 0.0, -0.1], [0.0, -0.1, 0.1], [0.2, -0.3, 0.0], [0.0, 0.0, 0.0], [0.0, 0.0, -0.1], [0.0, 0.0, -0.1], [0.0, 0.0, 0.0]]
}

No. 3
{
  "formula": "C4H8NO3",
  "method": "ωB97M-V/def2-TZVPD",
  "e_lumo_ev": 4.0704,
  "homo_lumo_gap_ev": 8.78,
  "homo_ev": -4.7,
  "total_energy_ev": -11913.0970,
  "e_above_lowest_ev": 0.197,
  "charge": -1,
  "spin_multiplicity": 1,
  "largest_force_ha_per_bohr": 0.01268,
  "species": ["C", "C", "O", "O", "H", "H", "H", "C", "C", "O", "N", "H", "H", "H", "H", "H"],
  "positions_angstrom": [[-2.592608, -1.431856, -1.113032], [-1.331833, -1.141610, -0.256476], [-0.248471, -1.267024, -0.893226], [-1.496010, -0.769784, 0.917318], [-3.470908, -1.701487, -0.522350], [-2.351684, -2.217861, -1.823182], [-2.829998, -0.485456, -1.596172], [1.201734, 1.085101, 1.635489], [2.149192, 1.156381, 0.460958], [3.332803, 1.438390, 0.574314], [1.566151, 0.985283, -0.764738], [2.274052, 1.038928, -1.486646], [0.944280, 0.171469, -0.883132], [0.265634, 0.625554, 1.338072], [1.009225, 2.097520, 2.000298], [1.578441, 0.416453, 2.412506]],
  "forces_ev_per_a": [[0.1, 0.0, 0.6], [-0.2, -0.1, -0.4], [0.2, 0.2, 0.1], [0.0, 0.0, 0.1], [0.2, -0.1, 0.1], [-0.1, 0.1, -0.3], [0.0, -0.1, -0.4], [-0.2, -0.6, -0.2], [-0.2, 0.1, 0.1], [0.2, 0.2, 0.2], [0.5, -0.3, -0.3], [0.0, -0.1, 0.0], [-0.5, 0.1, 0.3], [-0.3, 0.1, -0.2], [0.2, -0.2, 0.1], [0.3, 0.4, 0.1]]
}